Record 1
A cluster of 12 separate species, C54H90F3N3O30 in total at a distorted geometry. Source: OMol25; level of theory: ωB97M-V/def2-TZVPD.

The geometry in XYZ format:
```
180
Properties=species:S:1:pos:R:3:mulliken_charge:R:1
C -1.34467 2.08910 -2.97410 -1.015
C -2.02174 3.39554 -3.47558 2.576
C -0.89800 4.14937 -4.17439 -2.365
C -3.11101 2.99522 -4.45739 -1.910
C -4.39980 2.51039 -3.81890 0.872
C -4.87031 3.53188 -2.78034 -1.633
C -3.83965 3.89782 -1.70849 1.997
C -4.28287 5.21407 -1.06700 -2.088
C -3.67838 2.79108 -0.65562 -1.120
N -2.58642 4.20724 -2.41700 -0.057
O -1.57779 4.56925 -1.48537 -0.105
H -0.80991 1.58805 -3.77878 0.868
H -0.68180 2.32709 -2.13807 0.042
H -2.07667 1.38037 -2.57944 -0.684
H 0.01177 4.13998 -3.57781 0.304
H -0.72791 3.80319 -5.19633 0.394
H -1.15461 5.20333 -4.35458 0.555
H -3.29878 3.78872 -5.19577 0.375
H -2.69092 2.23816 -5.13223 0.507
H -5.16279 2.39919 -4.58664 0.475
H -4.20332 1.55495 -3.32477 -0.743
H -5.72088 3.09182 -2.25128 0.496
H -5.22095 4.42098 -3.30952 0.310
H -4.30582 5.94817 -1.87524 0.546
H -3.60530 5.54083 -0.28160 0.239
H -5.29701 5.16156 -0.66559 0.361
H -3.05104 1.97750 -1.00323 -0.070
H -4.65096 2.37390 -0.37785 0.435
H -3.29390 3.21227 0.27452 0.263
H -1.42884 5.50124 -1.67656 0.291
C 3.40142 -1.40603 -2.60859 -1.490
C 2.17266 -0.65301 -2.02047 2.344
C 2.55246 0.83500 -1.97111 -2.026
C 1.00834 -0.85594 -2.97427 -0.841
C 0.28527 -2.19369 -2.89025 -0.628
C -0.00545 -2.54704 -1.42756 0.405
C 1.09144 -2.27287 -0.40403 2.865
C 0.38056 -2.15313 0.94426 -1.844
C 2.08753 -3.44520 -0.34486 -2.064
N 1.81343 -1.00650 -0.64414 0.162
O 2.91164 -0.89424 0.23417 0.944
H 4.01074 -0.84032 -3.31318 0.526
H 4.12507 -1.55512 -1.79806 -0.254
H 3.06721 -2.37761 -2.96408 0.346
H 2.40638 1.23238 -2.97991 0.607
H 1.86250 1.38656 -1.32321 0.161
H 3.54681 1.03818 -1.57391 -0.159
H 0.31297 -0.02059 -2.87070 -0.769
H 1.43840 -0.77198 -3.97913 0.733
H -0.59174 -2.09988 -3.53646 0.447
H 0.81260 -3.02636 -3.36767 0.411
H -0.15237 -3.63031 -1.49743 -0.075
H -0.99154 -2.25361 -1.05947 -1.350
H -0.21532 -1.23386 1.00300 0.040
H 1.18691 -1.89102 1.64457 0.499
H -0.26221 -2.96324 1.27361 0.184
H 3.03043 -3.25268 0.15787 -0.073
H 2.25718 -3.89223 -1.32840 0.434
H 1.60520 -4.26947 0.19650 0.536
H 2.63396 -0.22115 0.86672 -0.170
C -0.10127 4.98824 1.42441 -1.845
C 0.42747 3.67773 2.01392 2.135
C 0.12808 2.56302 1.00115 -1.012
C 1.94254 3.75551 2.16885 -1.213
C 2.42959 4.57823 3.34997 -0.944
C 1.76472 4.00956 4.59588 -1.367
C 0.22494 3.93365 4.53633 1.552
C -0.18026 2.99013 5.67239 -1.874
C -0.31891 5.33282 4.88582 -1.842
N -0.21863 3.33697 3.29010 1.588
O -1.62093 3.44026 3.18717 -0.666
H 0.32528 5.11924 0.42820 0.351
H -1.17985 5.12432 1.42713 0.156
H 0.25432 5.84424 2.01166 0.423
H -0.94478 2.35170 0.97969 -0.442
H 0.46794 2.88094 0.01621 0.418
H 0.55756 1.58931 1.26964 -0.157
H 2.33389 2.74118 2.27343 -0.009
H 2.35667 4.16227 1.24026 0.298
H 3.51859 4.55250 3.42693 0.505
H 2.22963 5.65216 3.26740 0.363
H 2.01893 4.59880 5.47988 0.574
H 2.18209 3.01661 4.79672 0.274
H -1.24164 3.08550 5.91915 0.455
H 0.28605 3.29320 6.62099 0.466
H 0.15770 1.96536 5.52817 0.162
H 0.04645 6.06771 4.17012 0.349
H 0.00795 5.60838 5.88779 0.465
H -1.40918 5.30353 4.91930 0.333
H -1.94156 2.53393 3.23577 0.219
O 5.18152 4.88518 1.21502 -0.502
C 5.14105 4.64253 0.05895 0.618
O 4.65379 5.50771 -0.86282 -0.349
C 4.99539 5.04162 -2.17976 -0.472
C 5.10044 3.55819 -1.87858 0.708
F 5.99446 2.93579 -2.68978 -0.347
O 5.64468 3.53532 -0.57713 -0.216
H 4.22657 5.31780 -2.88754 0.314
H 6.00892 5.38804 -2.39074 0.303
H 4.12081 3.08206 -1.94481 -0.003
O -2.76071 -1.21840 -4.69010 -0.377
C -3.88197 -1.31327 -5.03750 0.601
O -4.62811 -0.25407 -5.44060 -0.235
C -5.76991 -0.70688 -6.15285 -0.449
C -5.76779 -2.21166 -5.87413 0.196
F -5.76325 -3.00233 -6.99667 -0.323
O -4.61386 -2.45477 -5.12427 -0.194
H -6.72017 -0.38135 -5.73087 0.277
H -5.65696 -0.42245 -7.19486 0.323
H -6.65213 -2.57704 -5.35415 0.246
O 8.82402 -1.39669 1.73851 -0.532
C 8.11844 -1.40803 0.78690 0.545
O 7.33809 -0.37534 0.41191 -0.254
C 6.48656 -0.82312 -0.64628 0.469
C 7.15591 -2.09065 -1.11378 0.318
F 8.05120 -1.88704 -2.13218 -0.340
O 7.86308 -2.51406 0.02786 -0.335
H 5.52236 -1.09822 -0.20607 -0.482
H 6.30814 -0.08390 -1.42178 0.278
H 6.49624 -2.87774 -1.46900 0.325
O -2.93449 -5.15169 -6.30757 -0.501
C -2.72038 -5.37610 -5.17578 0.514
O -2.46695 -4.47931 -4.17462 -0.098
C -2.15318 -5.17406 -2.97455 0.651
C -2.36407 -6.66636 -3.30100 -0.387
O -2.64635 -6.64574 -4.67321 -0.379
H -1.10800 -5.04129 -2.70512 -0.049
H -2.82976 -4.84541 -2.18969 -0.256
H -3.13630 -7.07737 -2.64950 0.270
H -1.44470 -7.20981 -3.08705 0.332
O 2.80413 -0.41225 5.07622 -0.564
C 3.73994 -0.54047 4.35596 0.598
O 4.45485 0.43496 3.79767 -0.324
C 5.58349 -0.09956 3.09642 0.118
C 5.49796 -1.61291 3.43359 -0.433
O 4.17765 -1.75545 3.94412 -0.284
H 5.39335 0.06800 2.04212 -0.051
H 6.55583 0.21680 3.45810 0.322
H 6.21842 -1.93204 4.18719 0.410
H 5.66668 -2.22582 2.54844 0.235
O 2.09891 -7.74693 2.66422 -0.512
C 2.22396 -6.81278 3.38372 0.498
O 1.57099 -5.63924 3.26080 -0.150
C 2.16076 -4.68697 4.14085 0.191
C 3.05349 -5.52032 5.07698 -0.259
O 3.02054 -6.82184 4.48337 -0.391
H 2.70901 -3.93046 3.57858 -0.095
H 1.40131 -4.14396 4.70242 0.200
H 2.55038 -5.54992 6.04114 0.271
H 4.08113 -5.17472 5.08636 0.263
O -3.99686 1.15389 3.52860 -0.497
C -3.00170 0.56858 3.73582 0.176
O -2.01714 0.35364 2.83165 0.901
C -0.88209 -0.14658 3.50079 1.119
C -1.47371 -0.77182 4.78339 -0.606
O -2.66137 0.01940 4.93470 -0.465
H -0.43051 -1.03842 3.05076 -0.928
H -0.09065 0.56908 3.68808 -0.386
H -0.76193 -0.52208 5.56780 0.413
H -1.75655 -1.81577 4.67902 0.356
O -1.36425 -5.06919 0.36167 -0.424
C -2.23466 -5.25354 1.14665 0.473
O -3.29678 -4.43259 1.35487 -0.060
C -4.12423 -4.97653 2.39049 -0.412
C -3.31531 -6.14899 2.96529 -0.331
O -2.28823 -6.31471 1.96210 -0.385
H -4.34999 -4.21960 3.13511 0.290
H -5.03757 -5.34916 1.92815 0.297
H -3.84347 -7.09497 2.95013 0.298
H -2.81243 -5.88402 3.89187 0.239
O -6.92868 -0.39832 0.09203 -0.581
C -5.85071 -0.76653 -0.23215 0.431
O -4.70440 -0.47825 0.41753 -0.407
C -3.65005 -1.26903 -0.10880 0.954
C -4.19547 -1.67142 -1.48158 1.543
O -5.59314 -1.57563 -1.29383 -0.440
H -2.70075 -0.73226 -0.08605 0.011
H -3.43613 -2.14984 0.50354 -0.404
H -3.83839 -2.67629 -1.70236 -0.522
H -3.84383 -1.01754 -2.28170 -0.634
```

Calculated values
Total energy   -4832.62660 a.u.
Lowest unoccupied orbital energy   -0.1 eV
HOMO-LUMO gap   8.11 eV
HOMO level   -8.2 eV

Record 2
A structure of composition C17H33Cl3NO9P2RhSi3. Source: OMol25; level of theory: ωB97M-V/def2-TZVPD.

The geometry in XYZ format:
```
69
Properties=species:S:1:pos:R:3:mulliken_charge:R:1
Rh -0.47106 -0.34569 0.24801 1.071
O 1.82217 -2.20444 1.06265 -0.582
P 2.52557 -0.77822 0.88043 0.459
O 3.75919 -0.71428 1.66943 -0.797
O 1.48936 0.32128 0.99499 -0.367
O 2.92546 -0.81653 -0.72773 -0.273
P 2.39536 -0.36992 -2.13163 0.346
O 1.99473 -1.69711 -2.87146 -0.576
O 3.33016 0.44708 -2.91304 -0.761
O 1.01492 0.38848 -1.85301 0.481
H 1.19738 -2.45611 0.35784 0.475
H 1.29893 -2.19300 -2.36309 0.447
C -3.99395 2.12558 3.03530 -1.356
Si -2.81392 1.84420 1.56919 0.406
C -3.84296 0.82831 0.36025 -0.782
C -2.55408 3.56339 0.81901 -1.031
C -1.23426 1.10990 2.18617 1.447
C -1.40141 -0.23112 2.71546 0.492
C -1.18619 -0.66144 4.04315 -0.983
C -1.36190 -1.98665 4.36657 -0.424
C -1.75606 -2.90926 3.39374 -0.817
C -1.94181 -2.45310 2.10756 -0.463
N -1.77606 -1.15932 1.79575 -0.213
Si 0.07116 2.19489 2.95019 0.825
C 0.89793 3.37263 1.73546 -1.005
C 1.39495 1.26333 3.92171 -1.517
C -0.71816 3.36449 4.24316 -1.325
H -4.96278 2.51543 2.71323 0.352
H -3.57013 2.81495 3.76713 0.282
H -4.17115 1.17275 3.54056 0.320
H -4.54994 1.48752 -0.15114 0.404
H -4.42015 0.08284 0.91112 0.275
H -3.27313 0.28666 -0.39244 -0.025
H -3.49330 3.91457 0.38556 0.418
H -1.79838 3.57746 0.03612 0.141
H -2.25066 4.27917 1.58396 0.282
H -0.89190 0.06044 4.79215 0.410
H -1.18984 -2.31560 5.38574 0.395
H -1.88423 -3.95830 3.61689 0.458
H -2.21811 -3.11683 1.29141 0.195
H 1.41851 2.82108 0.95700 -0.068
H 1.63114 3.97404 2.28084 0.412
H 0.18251 4.05553 1.27999 0.321
H 2.38502 1.55885 3.57566 0.474
H 1.34241 0.18674 3.78187 0.332
H 1.31698 1.47775 4.99156 0.343
H -1.43813 4.04588 3.78592 0.302
H 0.04356 3.97090 4.73896 0.333
H -1.24805 2.79801 5.01225 0.313
C 0.57365 1.07849 -4.65051 -1.194
Si 0.40128 1.60079 -2.86925 0.581
C 1.34595 3.16742 -2.51661 -1.068
C -1.38719 1.74318 -2.38396 -0.365
H 0.22999 1.88184 -5.30639 0.381
H -0.01959 0.18787 -4.85977 0.287
H 1.61787 0.86287 -4.87557 0.330
H 0.92188 4.01192 -3.06408 0.413
H 2.38891 3.04090 -2.80781 0.297
H 1.31482 3.40020 -1.45150 0.210
H -1.86404 2.57676 -2.90404 0.534
H -1.48583 1.92535 -1.31149 -0.583
H -1.93193 0.82502 -2.60544 0.216
Cl -0.49799 -4.26978 -3.30344 -0.175
C -1.58672 -3.15526 -2.59970 0.185
Cl -2.85160 -4.81507 -0.75412 -0.723
Cl -2.92663 -2.70777 -3.56346 -0.187
C -1.09250 -2.21553 -1.60102 0.519
O -1.80760 -1.22576 -1.28623 -0.512
O 0.05714 -2.40712 -1.08841 -0.990
```

Calculated values
Total energy   -4442.32520 a.u.
<S²>   6.0132
Net charge   -2
Energy relative to the best compared isomer or geometry (same formula, charge and spin)   0.0000 eV
Lowest unoccupied orbital energy (spin up / spin down)   4.5 / 4.1 eV
Spin multiplicity   5
HOMO-LUMO gap (spin up / spin down)   6.67 / 7.03 eV
HOMO level (spin up / spin down)   -2.2 / -2.9 eV

Record 3
A structure of composition C5H8O2. Source: OMol25; level of theory: ωB97M-V/def2-TZVPD.

The geometry in XYZ format:
```
15
Properties=species:S:1:pos:R:3:mulliken_charge:R:1
O 2.54463 0.62941 0.81057 -0.517
C 1.70903 0.11321 -0.20671 -0.496
C 0.43817 -0.39810 0.43488 0.203
O -0.29753 0.70036 1.03730 -0.450
C -1.51050 0.17521 0.50654 -0.083
C -1.54962 0.23109 -0.97873 -0.686
C -0.80446 -0.88882 -0.29496 -0.317
H 1.99416 1.22825 1.33534 0.342
H 1.48174 0.87725 -0.96489 0.246
H 2.25968 -0.70039 -0.69029 0.277
H 0.71350 -1.11029 1.22311 0.311
H -2.37456 0.15279 1.16283 0.381
H -1.05368 1.02303 -1.53412 0.189
H -2.49833 -0.09950 -1.39788 0.254
H -1.05222 -1.93350 -0.44299 0.343
```

Calculated values
Total energy   -345.70854 a.u.
Energy relative to the best compared isomer or geometry (same formula, charge and spin)   2.6237 eV
Lowest unoccupied orbital energy   1.1 eV
HOMO-LUMO gap   10.67 eV
HOMO level   -9.6 eV

Record 4
A structure of composition C31H28FN7O2PPbS3. Source: OMol25; level of theory: ωB97M-V/def2-TZVPD.

The geometry in XYZ format:
```
74
Properties=species:S:1:pos:R:3:mulliken_charge:R:1
Pb 0.71793 -0.62026 -0.85233 1.089
C -4.86854 -5.41163 -0.36204 -1.525
C -4.38243 -3.98995 -0.29959 0.897
C -3.85737 -3.36176 -1.42578 -0.711
C -3.37747 -2.06315 -1.36045 -0.598
C -3.43904 -1.37972 -0.15520 -0.069
C -3.97965 -1.97364 0.97793 -0.283
C -4.44613 -3.27440 0.89705 -0.678
S -2.75565 0.24138 -0.05579 1.214
O -2.68690 0.78767 -1.38065 -0.757
O -3.41686 0.96829 0.99044 -0.701
N -1.20653 -0.05584 0.34521 -0.203
C -0.67219 -0.18950 1.58894 0.535
C -1.26286 0.03059 2.84847 -0.699
C -0.50964 -0.20703 3.97428 -0.602
C 0.81684 -0.64312 3.86906 -0.792
C 1.34045 -0.81579 2.61489 -0.720
N 0.61812 -0.59581 1.50615 0.201
H -4.82010 -5.80285 -1.37676 0.369
H -5.89954 -5.48262 -0.01251 0.400
H -4.26338 -6.05619 0.27867 0.311
H -3.82402 -3.89708 -2.36771 0.356
H -2.96854 -1.56983 -2.23302 0.528
H -4.04625 -1.41236 1.90169 0.448
H -4.87834 -3.74389 1.77366 0.440
H -2.27914 0.39289 2.88824 0.675
H -0.94673 -0.05019 4.95255 0.462
H 1.41640 -0.83968 4.74600 0.446
H 2.36118 -1.14480 2.45834 0.515
N 6.51811 -1.52222 -0.91072 -0.548
N 5.20373 -1.89169 -0.99863 1.125
N 4.84183 -3.14309 -1.15021 -0.954
C 3.52067 -3.03854 -1.09900 -0.426
N 3.13011 -1.76828 -0.92573 0.280
N 4.23708 -1.04097 -0.86514 -0.582
H 7.11361 -2.15698 -1.41992 0.289
H 6.63883 -0.53933 -1.10094 0.284
H 2.85152 -3.87734 -1.18933 0.536
F -0.96628 -6.74206 -0.61841 -0.367
C -0.64419 -5.44372 -0.70681 0.325
C -0.02553 -4.98663 -1.85339 -0.600
C 0.32450 -3.64195 -1.92771 -0.949
C 0.02758 -2.79639 -0.86901 0.284
C -0.62022 -3.26508 0.26216 -0.277
C -0.94359 -4.61264 0.35586 -0.703
H 0.18200 -5.66715 -2.66869 0.536
H 0.81730 -3.27795 -2.82258 0.534
H -0.88382 -2.60909 1.08082 0.594
H -1.41738 -5.01318 1.24252 0.459
S 4.20871 3.46662 -0.08514 -0.314
P 2.25864 3.54016 -0.31700 0.624
S 2.47572 1.52338 -0.49397 -0.027
C 1.35697 4.18242 1.08751 0.391
C 0.44280 3.43152 1.81480 0.702
C -0.20608 4.01864 2.89151 -0.589
C 0.06413 5.33439 3.23475 -0.504
C 0.97969 6.08209 2.50013 -0.737
C 1.62845 5.51021 1.41979 -0.714
C 1.65978 4.39088 -1.77254 0.617
C 0.28687 4.39817 -2.02375 -0.481
C -0.19717 5.10555 -3.11006 -0.665
C 0.68035 5.80695 -3.92917 -0.435
C 2.04595 5.78370 -3.68330 -0.608
C 2.54523 5.07005 -2.60286 -0.295
H 0.23727 2.40095 1.54437 0.024
H -0.92515 3.44440 3.46130 0.451
H -0.43817 5.78480 4.08083 0.403
H 1.18829 7.10892 2.76947 0.396
H 2.34360 6.08529 0.84250 0.378
H -0.39314 3.85626 -1.37488 0.426
H -1.26003 5.11755 -3.31251 0.427
H 0.29472 6.38049 -4.76212 0.400
H 2.72538 6.32708 -4.32671 0.399
H 3.60773 5.04412 -2.39784 0.344
```

Calculated values
Total energy   -3560.23306 a.u.
Net charge   +1
Energy relative to the best compared isomer or geometry (same formula, charge and spin)   0.0000 eV
Lowest unoccupied orbital energy   -5.1 eV
HOMO-LUMO gap   5.65 eV
HOMO level   -10.8 eV

Q: Number 1 is which compound?
A: C54H90F3N3O30